C4H4N2O | the ωB97M-V functional and the def2-TZVPD basis

XYZ file:
```
11
Properties=species:S:1:pos:R:3:nbo_charge:R:1
O 1.0033 1.5971 1.8527 -0.600
C 0.5485 0.4334 1.4513 0.309
C 0.2181 0.0786 0.1951 -0.137
C -0.3941 -1.1154 -0.3520 -0.252
C -0.8243 -0.7143 -1.6341 -0.139
N -0.2942 0.5992 -1.9505 -0.144
N 0.1365 1.0328 -0.8711 -0.207
H 1.1280 2.0588 1.0228 0.507
H 0.2246 -0.2914 2.2363 0.196
H -0.3172 -2.1753 0.2349 0.242
H -1.4292 -1.5035 -2.1854 0.225
```

The value obtained for the highest occupied orbital energy is -9.252 eV. Its spin multiplicity is 1. The HOMO-LUMO gap comes out at 8.69 eV. Its molecular weight is 96.089 g mol⁻¹. For the total energy, the calculation gives -339.4646 Eh. Its SMILES is O/C=C1/C=CN=N1.

=====

C4H14NO2 | the ωB97M-V functional and the def2-TZVPD basis

XYZ file:
```
21
Properties=species:S:1:pos:R:3:nbo_charge:R:1
C 0.2556 -0.0129 1.1103 -0.218
N -0.1909 0.2361 -0.3031 -0.547
C 0.7789 -0.4745 -1.2322 -0.225
C 1.7633 -1.1883 -0.3235 -0.426
C 1.0165 -1.3159 0.9999 -0.418
H 0.9131 0.8226 1.3655 0.219
H -0.6071 -0.0273 1.7698 0.234
H -0.2094 1.2447 -0.5182 0.467
H -1.1689 -0.0518 -0.3860 0.463
H 1.1736 0.2677 -1.9307 0.234
H 0.1816 -1.1407 -1.8628 0.222
H 2.1012 -2.1385 -0.7289 0.251
H 2.6629 -0.5737 -0.1983 0.223
H 1.6433 -1.5101 1.8571 0.251
H 0.3135 -2.1379 0.9088 0.218
H 0.3953 3.8407 -0.0519 0.503
H -1.0549 3.3545 0.1396 0.491
O -0.2132 3.1315 -0.2850 -0.971
H -3.6174 -0.4337 0.4899 0.501
H -3.2800 -1.1730 -0.7816 0.497
O -2.8571 -0.7197 -0.0386 -0.971
```

The value obtained for the highest occupied orbital energy is -15.689 eV. Its spin multiplicity is 1. The HOMO-LUMO gap comes out at 12.80 eV. Its molecular weight is 108.161 g mol⁻¹. For the total energy, the calculation gives -365.8307 Eh. Its total charge is +1.

=====

C6H15Cl3NSi | the ωB97M-V functional and the def2-TZVPD basis

XYZ file:
```
26
Properties=species:S:1:pos:R:3:nbo_charge:R:1
C 3.6968 0.9462 -0.2034 -0.600
C -0.7422 -0.6533 1.6039 -0.431
C -1.0091 -1.8012 -0.5199 -0.445
C 2.1764 1.2437 -0.0466 -0.395
C 1.2941 0.2091 -0.6825 -0.454
C -0.1960 0.5335 -0.5159 -0.213
N -1.0731 -0.5303 0.1866 -0.436
Si -4.1759 0.1076 -0.0555 1.463
Cl -3.9468 1.7877 -0.9965 -0.204
Cl -4.6534 -1.4869 -0.9753 -0.196
Cl -4.5467 0.2354 1.9359 -0.227
H 4.0335 0.8802 -1.1687 0.207
H 3.8655 -0.0591 0.2741 0.199
H 4.3562 1.6839 0.3485 0.225
H -1.5597 -0.3146 2.1907 0.205
H -0.5964 -1.6990 1.7165 0.209
H 0.2616 -0.2313 1.8463 0.217
H 0.0236 -2.3588 -0.6248 0.224
H -1.8736 -2.4157 -0.0674 0.203
H -1.4114 -1.5782 -1.5188 0.204
H 1.9549 1.4003 1.0648 0.190
H 1.9943 2.2876 -0.3569 0.206
H 1.5090 0.4042 -1.7489 0.231
H 1.5112 -0.7426 -0.2090 0.216
H -0.2903 1.4385 0.0162 0.204
H -0.6026 0.7128 -1.4934 0.197
```

The value obtained for the highest occupied orbital energy is -12.851 eV. Its spin multiplicity is 1. The HOMO-LUMO gap comes out at 7.52 eV. Its molecular weight is 235.638 g mol⁻¹. For the total energy, the calculation gives -1962.2259 Eh. Its total charge is +1.

=====

C25H45Cl2PRh | the ωB97M-V functional and the def2-TZVPD basis

XYZ file:
```
74
Properties=species:S:1:pos:R:3:mulliken_spin:R:1
Rh 0.0701 0.1845 0.1310 2.299
P 0.0264 0.3675 -2.2426 -0.127
Cl 2.4382 0.6157 -0.0025 0.214
C 0.1509 1.1225 1.7467 0.868
H 1.1169 1.5359 2.0455 -0.064
H -0.7337 1.6463 2.1004 -0.003
C 1.3879 -0.5856 -3.1243 0.005
C 0.1062 2.1981 -2.6511 0.018
C 2.7746 0.0466 -3.0040 -0.041
H 1.3906 -1.5253 -2.5410 0.004
C 3.8485 -0.9746 -3.3723 -0.001
H 2.8538 0.9350 -3.6478 0.000
H 2.9587 0.3704 -1.9622 0.016
C 3.6514 -1.4781 -4.8043 0.001
H 4.8409 -0.5219 -3.2515 -0.002
H 3.7860 -1.8159 -2.6653 0.001
C 2.2052 -1.9177 -5.0901 0.006
H 3.9323 -0.6777 -5.5026 0.000
H 4.3302 -2.3168 -4.9922 0.000
C 1.1371 -0.9333 -4.5932 0.000
H 2.0700 -2.0724 -6.1672 0.000
H 2.0301 -2.8863 -4.5988 0.000
H 1.1618 -0.0080 -5.1930 0.000
H 0.1452 -1.3777 -4.7368 -0.002
C -1.6210 -0.2511 -2.9219 -0.002
C 0.5929 2.5407 -4.0621 0.007
H -0.9481 2.5102 -2.5441 0.029
C 0.4697 4.0522 -4.2978 0.004
H 1.6436 2.2352 -4.1709 -0.002
H 0.0236 1.9934 -4.8285 -0.006
C 1.2207 4.8756 -3.2447 0.004
H 0.8442 4.2906 -5.2994 -0.001
H -0.5951 4.3213 -4.2702 -0.002
C 0.8607 4.4759 -1.8118 0.010
H 2.3017 4.7484 -3.3908 0.001
H 1.0059 5.9393 -3.3880 -0.001
C 0.9191 2.9612 -1.6047 0.050
H 1.5448 4.9530 -1.0996 0.001
H -0.1533 4.8193 -1.5692 0.000
H 1.9670 2.6360 -1.6622 0.005
H 0.5653 2.7101 -0.5950 -0.054
C -1.7298 -1.7746 -2.8123 0.017
H -2.3249 0.1699 -2.1824 0.023
C -3.1418 -2.2629 -3.1701 0.003
H -1.0001 -2.2511 -3.4825 0.008
H -1.4765 -2.0943 -1.7889 0.000
C -3.6490 -1.7026 -4.5041 0.001
H -3.1417 -3.3589 -3.2012 0.000
H -3.8281 -1.9607 -2.3664 0.002
C -3.4797 -0.1839 -4.6178 0.000
H -3.1134 -2.1898 -5.3299 0.000
H -4.7076 -1.9570 -4.6257 0.000
C -2.0548 0.2841 -4.2882 -0.003
H -3.7407 0.1497 -5.6291 0.000
H -4.1759 0.3087 -3.9235 0.000
H -1.3585 -0.0597 -5.0686 0.001
H -2.0271 1.3837 -4.2954 0.001
C 0.4674 -1.4707 1.2004 0.535
C 0.0824 -0.5076 2.1702 -0.164
H 1.5342 -1.5073 0.9268 -0.037
C -1.3225 -0.6895 2.8166 0.008
H 0.8546 -0.4895 2.9841 0.137
C -1.7353 -2.1462 3.0438 -0.002
H -1.3000 -0.1627 3.7682 -0.028
H -2.0690 -0.1957 2.1716 -0.015
C -1.5410 -3.0239 1.8065 0.022
H -1.1515 -2.5673 3.8748 -0.006
H -2.7794 -2.1728 3.3762 0.003
C -0.1181 -2.8689 1.2286 0.063
H -1.6733 -4.0681 2.1264 -0.003
H -2.3270 -2.8241 1.0557 -0.007
H 0.5336 -3.4887 1.8847 0.005
H -0.1042 -3.3030 0.2138 0.003
Cl -2.0594 1.1295 -0.0897 0.201
```

The value obtained for the highest occupied orbital energy (alpha / beta) is -1.533 / -4.982 eV. Its spin multiplicity is 5. The HOMO-LUMO gap (alpha / beta) comes out at 4.35 / 7.78 eV. Its molecular weight is 550.421 g mol⁻¹. For the total energy, the calculation gives -2351.8196 Eh. Its total charge is -1.

=====

C49H55FN8O16P | the ωB97M-V functional and the def2-TZVPD basis

XYZ file:
```
130
Properties=species:S:1:pos:R:3:mulliken_charge:R:1
C 2.6700 3.0675 3.5090 -1.559
C 2.0088 2.4278 2.2780 1.357
O 0.8210 3.1240 1.9856 -0.305
C -0.2011 2.3870 1.3296 0.283
C -1.5159 2.4972 2.0840 -1.429
P -1.3719 1.9614 3.9213 1.015
F -1.1237 1.5220 5.5961 -0.502
C -2.5583 0.4653 3.7832 -2.210
C -2.0390 -0.8316 3.1780 0.464
O -1.7884 -0.6827 1.7547 0.172
C -0.8146 -1.4202 3.9189 -0.629
N 0.2711 -1.7628 3.0023 -0.150
H 2.1180 3.9724 3.7726 0.346
H 2.6515 2.3866 4.3628 0.369
H 3.7161 3.3365 3.3146 0.248
H 2.7258 2.4342 1.4415 -0.283
H 1.7958 1.3731 2.5033 -0.211
H -0.3217 2.7983 0.3068 0.393
H 0.0751 1.3283 1.2097 -0.198
H -1.8791 3.5328 2.0243 0.530
H -2.2396 1.8684 1.5470 0.238
H -2.5443 2.7712 4.2805 -0.052
H -0.5135 3.0946 4.1776 0.021
H -0.2108 1.1360 3.5690 -0.560
H -3.4126 0.7915 3.1659 0.538
H -2.9713 0.2330 4.7726 0.401
H -2.8414 -1.5868 3.2596 0.448
H -2.6414 -0.8715 1.3590 -0.004
H -0.5012 -0.7040 4.6879 0.397
H -1.1027 -2.3375 4.4371 -0.218
H 0.5910 -0.9381 2.5067 -0.124
H 1.0431 -2.2074 3.4822 0.255
C 0.3095 -5.6619 0.4069 -0.761
C 0.0833 -4.3060 0.5888 -0.782
C -1.2008 -3.7948 0.4912 -0.023
C -2.2413 -4.6625 0.2194 -0.092
C -2.0417 -6.0221 0.0291 -0.458
C -0.7522 -6.5183 0.1237 -0.389
N -3.6107 -4.1331 0.1462 1.101
O -3.7707 -2.9364 0.3066 -0.576
O -4.5178 -4.9181 -0.0669 -0.669
H 1.3164 -6.0516 0.4885 0.468
H 0.8975 -3.6375 0.8142 0.843
H -1.3682 -2.7362 0.6434 0.491
H -2.8764 -6.6734 -0.1872 0.518
H -0.5747 -7.5764 -0.0203 0.387
C 9.4318 3.6792 2.1032 -0.428
C 8.5534 4.3964 1.3009 -0.566
C 7.2920 3.8913 1.0265 -0.191
C 6.9372 2.6698 1.5698 0.009
C 7.7950 1.9366 2.3688 -0.398
C 9.0545 2.4519 2.6333 -0.448
N 5.5905 2.1361 1.2988 1.100
O 4.8600 2.7963 0.5816 -0.581
O 5.2847 1.0799 1.8103 -0.604
H 10.4140 4.0801 2.3186 0.378
H 8.8478 5.3527 0.8899 0.379
H 6.5958 4.4359 0.4052 0.469
H 7.4817 0.9867 2.7764 0.469
H 9.7398 1.8950 3.2581 0.369
C 3.2541 -0.0151 -3.1869 -0.610
C 3.5791 -1.2054 -3.8269 -0.494
C 3.5728 -2.3994 -3.1240 -0.568
C 3.2380 -2.3730 -1.7818 0.151
C 2.9058 -1.2018 -1.1227 -0.285
C 2.9166 -0.0144 -1.8392 -0.840
N 3.2166 -3.6366 -1.0272 1.154
O 3.4971 -4.6650 -1.6153 -0.664
O 2.8975 -3.5754 0.1436 -0.629
H 3.2551 0.9130 -3.7431 0.420
H 3.8373 -1.2037 -4.8775 0.383
H 3.8237 -3.3332 -3.6053 0.501
H 2.6456 -1.2145 -0.0739 0.656
H 2.6618 0.9113 -1.3393 0.822
C -2.8742 -0.4557 -1.7836 -0.740
C -3.4610 -0.2422 -3.0252 -0.795
C -2.7082 0.2569 -4.0756 -0.320
C -1.3696 0.5327 -3.8537 0.015
C -0.7652 0.3319 -2.6245 -0.435
C -1.5291 -0.1688 -1.5812 0.125
N -0.5645 1.0535 -4.9684 0.906
O -1.1198 1.2244 -6.0406 -0.600
O 0.6122 1.2860 -4.7692 -0.586
H -3.4688 -0.8528 -0.9717 0.345
H -4.5092 -0.4652 -3.1754 0.428
H -3.1516 0.4335 -5.0449 0.574
H 0.2812 0.5596 -2.4851 0.519
H -1.0821 -0.3347 -0.6075 0.512
C 1.8083 5.3189 -0.1280 -0.257
C 1.0211 6.4259 -0.4203 -0.535
C 1.4872 7.7077 -0.1737 -0.441
C 2.7505 7.8570 0.3686 -0.057
C 3.5497 6.7700 0.6780 -0.512
C 3.0737 5.4935 0.4242 0.102
N 3.2643 9.2127 0.6178 1.012
O 2.5390 10.1549 0.3572 -0.623
O 4.3915 9.3214 1.0667 -0.621
H 1.4255 4.3250 -0.3155 0.222
H 0.0335 6.2892 -0.8407 0.404
H 0.8821 8.5742 -0.3958 0.460
H 4.5278 6.9219 1.1110 0.492
H 3.6934 4.6413 0.6627 0.362
C -3.5111 0.5196 -8.2531 -0.465
C -4.3763 1.3477 -8.9572 -0.438
C -5.7112 1.0024 -9.1002 -0.378
C -6.1548 -0.1758 -8.5270 0.143
C -5.3129 -1.0174 -7.8220 -0.379
C -3.9796 -0.6608 -7.6888 -0.411
N -7.5754 -0.5439 -8.6681 0.998
O -8.2912 0.2012 -9.3101 -0.609
O -7.9492 -1.5702 -8.1344 -0.605
H -2.4715 0.7948 -8.1345 0.401
H -4.0111 2.2673 -9.3944 0.385
H -6.3965 1.6347 -9.6451 0.451
H -5.6927 -1.9307 -7.3881 0.442
H -3.3040 -1.3045 -7.1407 0.466
C -5.5150 -7.2244 4.8033 -0.397
C -5.1016 -6.5104 5.9210 -0.449
C -3.9257 -5.7767 5.8832 -0.464
C -3.1855 -5.7775 4.7159 -0.087
C -3.5747 -6.4822 3.5914 -0.014
C -4.7527 -7.2114 3.6420 -0.566
N -1.9446 -4.9820 4.6557 1.005
O -1.6152 -4.3684 5.6518 -0.628
O -1.3368 -4.9814 3.6035 -0.516
H -6.4381 -7.7892 4.8356 0.375
H -5.6984 -6.5185 6.8234 0.371
H -3.5902 -5.2103 6.7397 0.476
H -2.9711 -6.4540 2.6950 0.497
H -5.0775 -7.7637 2.7703 0.391
```

The value obtained for the highest occupied orbital energy is -3.799 eV. Its spin multiplicity is 1. The HOMO-LUMO gap comes out at 4.54 eV. Its molecular weight is 1061.991 g mol⁻¹. For the total energy, the calculation gives -3982.6360 Eh. Its total charge is -1.

=====

Q: molecular weight of number 4 (C25H45Cl2PRh)?
A: 550.421 g mol⁻¹